{
  "formula": "C4H5NO",
  "method": "wB97M-V/def2-TZVPD",
  "multiplicity": 1,
  "homo_lumo_gap_ev": 9.9820,
  "charge": 0,
  "symbols": ["C", "C", "N", "H", "H", "H", "C", "C", "O", "H", "H"],
  "coordinates": [[-0.847, 0.984, 1.504], [-1.009, 1.158, 0.213], [-1.190, 1.369, -0.982], [-0.025, 1.471, 2.015], [-1.538, 0.367, 2.066], [-0.693, 0.702, -1.577], [0.707, -1.400, -1.028], [1.490, -0.915, -0.087], [2.193, -0.484, 0.735], [1.109, -1.575, -2.017], [-0.299, -1.706, -0.768]],
  "forces_ev_per_angstrom": [[-0.06, 0.06, -0.16], [-0.04, 0.03, -0.29], [0.12, -0.12, 0.63], [-0.10, -0.05, -0.09], [0.07, 0.08, -0.11], [-0.05, 0.07, 0.04], [0.09, -0.01, 0.14], [0.43, 0.23, 0.44], [-0.61, -0.38, -0.75], [0.00, 0.03, 0.14], [0.15, 0.06, 0.01]],
  "mulliken_charge": [-0.895, 0.570, -0.561, 0.282, 0.254, 0.367, -1.261, 0.918, -0.342, 0.279, 0.388]
}

{
  "formula": "C4H5NO",
  "method": "wB97M-V/def2-TZVPD",
  "multiplicity": 1,
  "homo_lumo_gap_ev": 10.3496,
  "charge": 0,
  "symbols": ["C", "C", "N", "C", "C", "O", "H", "H", "H", "H", "H"],
  "coordinates": [[-1.889, -0.055, -0.039], [-0.469, -0.380, 0.147], [0.255, -0.955, 0.975], [0.794, 0.319, 0.168], [2.094, -0.069, -0.422], [2.535, -1.189, -0.319], [-2.518, -0.861, 0.340], [-2.051, 0.836, 0.586], [-2.112, 0.199, -1.071], [0.746, 1.351, 0.550], [2.698, 0.751, -0.854]],
  "forces_ev_per_angstrom": [[-0.19, -0.11, -0.23], [0.02, -0.17, 0.42], [-0.32, 1.08, 0.28], [0.34, -0.12, 0.19], [0.12, -0.40, -0.16], [0.04, 0.44, -0.51], [-0.03, 0.05, -0.16], [-0.06, -0.18, -0.24], [-0.17, -0.06, -0.02], [0.29, -0.50, 0.45], [-0.05, -0.04, -0.03]],
  "mulliken_charge": [-0.976, 0.586, -0.471, -0.123, -0.075, -0.461, 0.311, 0.283, 0.281, 0.317, 0.330]
}

{
  "formula": "C4H5NO",
  "method": "wB97M-V/def2-TZVPD",
  "multiplicity": 1,
  "homo_lumo_gap_ev": [7.9328, 7.9300],
  "charge": 0,
  "symbols": ["O", "C", "C", "N", "C", "C", "H", "H", "H", "H", "H"],
  "coordinates": [[-0.632, -2.942, 0.123], [-0.381, -1.989, -0.475], [1.565, 0.509, 0.304], [0.275, 0.536, 0.297], [-0.799, 0.812, -0.631], [-0.877, -0.132, 0.503], [2.077, 0.052, 1.142], [2.116, 1.094, -0.424], [-0.676, 0.369, -1.625], [-1.200, 1.823, -0.612], [-1.468, -0.131, 1.399]],
  "forces_ev_per_angstrom": [[0.21, 0.98, -0.57], [0.02, -1.32, 0.33], [0.28, 0.37, 0.21], [-0.06, -0.67, -0.41], [-0.14, 0.23, -0.33], [-0.08, 0.61, 0.42], [-0.08, -0.02, -0.07], [-0.19, -0.10, 0.06], [-0.02, -0.01, 0.10], [0.15, -0.02, 0.08], [-0.09, -0.04, 0.17]],
  "mulliken_charge": [-0.263, 0.030, -0.366, 0.023, -0.448, -0.346, 0.268, 0.250, 0.280, 0.247, 0.325]
}

{
  "formula": "C4H5NO",
  "method": "wB97M-V/def2-TZVPD",
  "multiplicity": 1,
  "homo_lumo_gap_ev": 11.3464,
  "charge": 0,
  "symbols": ["C", "C", "C", "O", "C", "N", "H", "H", "H", "H", "H"],
  "coordinates": [[-0.566, 1.311, 0.676], [-0.290, 0.668, -0.459], [0.442, -0.667, -0.363], [1.240, -0.580, 0.795], [-0.465, -1.837, -0.404], [-1.173, -2.713, -0.659], [-0.843, 2.357, 0.714], [-0.466, 0.796, 1.630], [-0.429, 1.117, -1.437], [1.101, -0.823, -1.228], [1.448, 0.370, 0.736]],
  "forces_ev_per_angstrom": [[-0.08, 0.01, -0.22], [-0.08, 0.22, 0.14], [-0.15, 0.08, -0.34], [0.22, -0.21, -0.10], [-0.41, -0.48, -0.18], [0.56, 0.69, 0.42], [-0.38, -0.15, -0.20], [0.11, 0.23, -0.18], [0.00, -0.05, 0.07], [-0.23, 0.21, -0.13], [0.44, -0.56, 0.72]],
  "mulliken_charge": [-0.702, -0.288, 0.345, -0.535, 0.042, -0.374, 0.268, 0.321, 0.310, 0.220, 0.394]
}

{
  "formula": "C4H5NO",
  "method": "wB97M-V/def2-TZVPD",
  "multiplicity": 1,
  "homo_lumo_gap_ev": 9.8763,
  "charge": 0,
  "symbols": ["C", "C", "C", "O", "N", "C", "H", "H", "H", "H", "H"],
  "coordinates": [[2.744, 0.015, 0.444], [1.967, -0.304, -0.438], [0.560, -0.274, 0.049], [0.403, -0.494, 1.243], [-0.458, 0.113, -0.752], [-1.788, 0.108, -0.167], [3.207, 0.314, 1.361], [-0.319, 0.246, -1.743], [-2.423, -0.615, -0.685], [-2.250, 1.101, -0.179], [-1.642, -0.210, 0.868]],
  "forces_ev_per_angstrom": [[0.52, 0.16, -0.62], [0.23, 0.43, 0.88], [-0.49, 0.06, 0.51], [-0.70, -0.39, -0.29], [0.15, -0.18, -0.04], [-0.16, 0.00, -0.06], [0.59, -0.09, -0.37], [0.08, -0.08, 0.25], [-0.04, 0.15, 0.06], [0.09, -0.16, -0.09], [-0.27, 0.10, -0.24]],
  "mulliken_charge": [-0.044, -0.727, 0.893, -0.614, -0.178, -0.763, 0.366, 0.218, 0.283, 0.264, 0.303]
}

{
  "formula": "C4H5NO",
  "method": "wB97M-V/def2-TZVPD",
  "multiplicity": 1,
  "homo_lumo_gap_ev": 10.4342,
  "charge": 0,
  "symbols": ["C", "C", "N", "C", "C", "O", "H", "H", "H", "H", "H"],
  "coordinates": [[-0.898, -1.137, -0.227], [1.478, -1.042, 0.792], [1.670, -0.013, 0.229], [1.035, 1.187, -0.053], [-0.268, 1.175, 0.258], [-0.834, 0.026, 0.716], [-1.936, -1.408, -0.114], [-0.304, -2.059, -0.053], [-0.638, -0.790, -1.231], [1.599, 1.999, -0.494], [-0.902, 2.062, 0.176]],
  "forces_ev_per_angstrom": [[-0.49, 0.53, 0.06], [1.39, 0.66, -0.41], [0.08, -0.92, 0.64], [-0.27, -0.01, -0.08], [0.16, -0.21, -0.34], [-0.13, -0.52, -0.52], [-0.32, -0.14, -0.45], [-0.05, 1.05, 0.66], [-0.29, 0.03, 0.12], [-0.16, -0.08, 0.22], [0.08, -0.39, 0.10]],
  "mulliken_charge": [-0.688, -0.100, -0.144, -0.321, -0.036, -0.378, 0.267, 0.288, 0.358, 0.399, 0.356]
}

{
  "formula": "C4H5NO",
  "method": "wB97M-V/def2-TZVPD",
  "multiplicity": 1,
  "homo_lumo_gap_ev": 9.3498,
  "charge": 0,
  "symbols": ["O", "C", "C", "C", "C", "N", "H", "H", "H", "H", "H"],
  "coordinates": [[0.722, 0.941, 1.769], [-1.261, 0.313, 0.485], [0.138, -0.076, 0.983], [0.929, -0.473, -0.251], [0.101, -0.407, -1.286], [-1.176, 0.055, -0.807], [0.263, 1.753, 1.525], [0.017, -0.963, 1.624], [1.963, -0.791, -0.264], [0.245, -0.606, -2.341], [-1.942, 0.253, -1.438]],
  "forces_ev_per_angstrom": [[-0.01, 0.10, -0.09], [0.27, -0.10, -0.39], [-0.09, -0.19, -0.09], [-0.10, 0.04, -0.19], [0.16, -0.01, 0.14], [-0.20, 0.13, 0.24], [0.09, 0.07, 0.19], [-0.08, 0.01, -0.09], [-0.13, 0.08, 0.00], [-0.01, -0.03, 0.18], [0.11, -0.10, 0.09]],
  "mulliken_charge": [-0.500, -0.745, 0.403, -0.397, -0.427, 0.064, 0.336, 0.242, 0.374, 0.415, 0.235]
}

{
  "formula": "C4H5NO",
  "method": "wB97M-V/def2-TZVPD",
  "multiplicity": 1,
  "homo_lumo_gap_ev": 10.2137,
  "charge": 0,
  "symbols": ["C", "C", "C", "C", "H", "H", "H", "H", "H", "N", "O"],
  "coordinates": [[-1.498, -0.003, 0.008], [0.005, -0.083, -0.082], [0.851, 1.096, -0.018], [0.861, -1.105, -0.034], [-1.784, -0.350, 1.344], [-1.988, -0.946, -0.931], [-2.020, 1.361, -0.257], [0.557, 2.125, -0.076], [0.754, -2.214, 0.048], [2.144, 0.735, 0.005], [2.118, -0.617, -0.008]],
  "forces_ev_per_angstrom": [[-2.57, -0.60, 0.37], [-1.24, 2.52, 0.44], [1.66, -1.89, -0.47], [0.59, -1.06, 0.08], [0.35, 1.14, -4.57], [1.09, 3.28, 3.35], [1.71, -4.68, 0.83], [0.01, 0.21, 0.13], [0.17, 1.33, -0.26], [-2.45, 0.91, -0.08], [0.67, -1.17, 0.17]],
  "mulliken_charge": [-0.844, 0.548, -0.389, -0.288, 0.219, 0.236, 0.259, 0.384, 0.375, -0.340, -0.160]
}

{
  "formula": "C4H5NO",
  "method": "wB97M-V/def2-TZVPD",
  "multiplicity": 1,
  "homo_lumo_gap_ev": 10.6328,
  "charge": 0,
  "symbols": ["C", "C", "C", "C", "O", "N", "H", "H", "H", "H", "H"],
  "coordinates": [[-1.727, -0.205, 0.121], [-0.504, 0.598, 0.332], [0.315, 1.471, 0.745], [0.954, -0.269, 0.442], [0.865, -1.251, 1.137], [1.903, -0.069, -0.511], [-1.710, -0.736, -0.834], [-2.594, 0.459, 0.144], [-1.816, -0.934, 0.931], [2.713, -0.671, -0.444], [2.054, 0.877, -0.828]],
  "forces_ev_per_angstrom": [[-0.06, -0.03, -0.01], [0.19, 0.46, 0.23], [-0.54, -0.33, -0.17], [0.37, -0.66, 0.13], [0.03, 0.50, -0.27], [0.03, 0.02, 0.13], [0.03, 0.11, 0.12], [0.15, -0.06, -0.01], [0.01, 0.10, -0.13], [-0.11, 0.04, -0.02], [-0.11, -0.13, 0.01]],
  "mulliken_charge": [-1.049, 0.977, -1.102, 0.652, -0.534, -0.403, 0.306, 0.307, 0.300, 0.258, 0.288]
}

{
  "formula": "C4H5NO",
  "method": "wB97M-V/def2-TZVPD",
  "multiplicity": 1,
  "homo_lumo_gap_ev": [8.5231, 8.5224],
  "charge": 0,
  "symbols": ["O", "C", "C", "C", "C", "N", "H", "H", "H", "H", "H"],
  "coordinates": [[-0.429, -1.637, 1.189], [0.112, -0.329, 1.080], [-0.911, 0.476, 0.597], [-0.574, 0.911, -0.682], [0.739, 0.510, -0.902], [1.170, -0.214, 0.158], [-0.602, -1.805, 0.237], [-1.864, 0.499, 1.108], [-1.239, 1.357, -1.405], [1.382, 0.712, -1.745], [2.141, -0.441, 0.326]],
  "forces_ev_per_angstrom": [[1.13, -0.83, 0.68], [-0.75, -0.05, -0.92], [-0.13, 0.59, -0.15], [0.09, 0.47, 0.02], [0.08, 0.11, -0.04], [-0.15, 0.00, -0.19], [-0.15, -0.38, 0.86], [-0.06, -0.15, -0.39], [0.22, 0.36, 0.06], [0.08, 0.21, 0.16], [-0.37, -0.33, -0.09]],
  "mulliken_charge": [-0.476, -0.029, -0.279, -0.489, -0.343, -0.051, 0.350, 0.355, 0.358, 0.403, 0.201]
}

| no. | energy (eV) |
| --- | --- |
| 1 | -7764.134 |
| 2 | -7763.808 |
| 3 | -7761.943 |
| 4 | -7764.719 |
| 5 | -7763.262 |
| 6 | -7763.218 |
| 7 | -7763.757 |
| 8 | -7761.300 |
| 9 | -7763.195 |
| 10 | -7764.063 |